This record from OMol25 describes 2 unconnected molecules or ions with the total composition CH4OS in a non-equilibrium geometry. The level of theory is wB97M-V/def2-TZVPD.

**HOMO level**: -0.3380 Ha
**Energy relative to the best compared isomer or geometry (same formula, charge and spin)**: 33.29 kcal/mol

```
! wB97M-V def2-TZVPD RIJCOSX def2/J DEFGRID3
* xyz 0 1
C 0.044 -0.086 1.836
O -0.271 -0.049 0.673
H -0.615 -0.662 2.501
H 0.976 0.311 2.239
S 0.286 0.155 -2.290
H -0.614 0.694 -1.419
H 0.194 -0.363 -3.539
*
```